Here is a structure of composition C5H6O from the OMol25 dataset. Energies are from ωB97M-V/def2-TZVPD.

XYZ file:
```
12
Properties=species:S:1:pos:R:3:lowdin_charge:R:1
C -1.703 -0.100 0.023 -0.04
C -0.453 0.402 0.270 -0.26
C 0.634 0.068 -0.778 -0.35
O 0.109 -0.111 -1.946 0.11
C 1.995 -0.004 -0.423 -0.09
C 1.931 -0.228 0.880 0.04
H -2.574 0.390 0.439 0.06
H -1.807 -1.162 -0.177 0.07
H -0.916 -0.060 -1.758 0.15
H 0.485 -0.102 1.234 0.13
H -0.398 1.438 0.612 0.13
H 2.696 -0.532 1.625 0.07
```

The max |F| comes out at 0.0411 hartree/bohr. As for the electronic energy: -269.10544 hartree. As for the LUMO energy: -0.7822 eV.

Here is the molecule C5H6O from the OMol25 dataset. Energies are from ωB97M-V/def2-TZVPD.

XYZ file:
```
12
Properties=species:S:1:pos:R:3:lowdin_charge:R:1
C 0.371 -1.196 0.164 -0.06
C 0.826 -0.513 -0.890 -0.06
C 0.477 0.878 -0.767 -0.16
O -1.035 0.810 -1.096 -0.02
C -0.563 0.949 0.229 -0.31
C -0.564 -0.354 1.010 -0.11
H 0.553 -2.251 0.347 0.10
H 1.440 -0.895 -1.683 0.11
H 1.093 1.692 -1.133 0.14
H -0.821 1.879 0.714 0.14
H -0.208 -0.209 2.035 0.11
H -1.569 -0.791 1.070 0.12
```

The max |F| comes out at 0.0461 hartree/bohr. As for the SMILES: C1=C[C@H]2O[C@H]2C1. As for the electronic energy: -269.27957 hartree. As for the LUMO energy: 1.1382 eV.

Here is the molecule C5H6O from the OMol25 dataset. Energies are from ωB97M-V/def2-TZVPD.

XYZ file:
```
12
Properties=species:S:1:pos:R:3:lowdin_charge:R:1
C -2.695 -0.093 -0.390 0.09
C -1.489 0.070 -0.365 -0.14
C -0.248 0.427 0.214 -0.24
C 1.159 0.834 -0.135 -0.06
C 0.968 -0.431 0.644 -0.29
O 1.317 -1.672 0.102 0.00
H -3.412 -0.609 -0.968 0.01
H -0.877 1.226 0.684 0.16
H 1.552 0.813 -1.146 0.11
H 1.493 1.679 0.467 0.11
H 1.234 -0.462 1.695 0.14
H 0.997 -1.782 -0.802 0.10
```

The max |F| comes out at 0.0501 hartree/bohr. As for the SMILES: C#C[C@@H]1C[C@@H]1O. As for the electronic energy: -269.18711 hartree. As for the LUMO energy: 0.6881 eV.

Here is the molecule C5H6O from the OMol25 dataset. Energies are from ωB97M-V/def2-TZVPD.

XYZ file:
```
12
Properties=species:S:1:pos:R:3:lowdin_charge:R:1
C -1.456 -1.528 1.249 0.12
C -1.129 -0.940 0.250 -0.15
C -0.709 -0.179 -0.927 -0.14
C 0.245 0.969 -0.573 -0.45
C 1.416 0.627 0.316 -0.02
O 0.055 2.081 -1.008 0.09
H -1.755 -2.049 2.132 0.03
H -0.186 -0.843 -1.629 0.13
H -1.568 0.249 -1.453 0.12
H 2.151 1.432 0.276 0.08
H 1.873 -0.325 0.022 0.09
H 1.063 0.507 1.346 0.09
```

The max |F| comes out at 0.0118 hartree/bohr. As for the SMILES: C#CCC(C)=O. As for the electronic energy: -269.28975 hartree. As for the LUMO energy: 0.8619 eV.

Here is the molecule C5H6O from the OMol25 dataset. Energies are from ωB97M-V/def2-TZVPD.

XYZ file:
```
12
Properties=species:S:1:pos:R:3:lowdin_charge:R:1
C -1.604 0.516 -0.537 -0.10
C -0.673 -0.649 -0.232 -0.22
C 0.596 -0.663 -0.737 -0.08
C 1.841 -0.391 -0.706 -0.03
C 2.089 0.010 0.662 -0.20
O 1.173 0.400 1.441 0.02
H -1.043 1.452 -0.627 0.08
H -2.149 0.357 -1.474 0.07
H -2.341 0.630 0.264 0.07
H -1.163 -1.609 -0.052 0.11
H 3.091 -0.018 1.099 0.12
H 0.181 -0.034 0.900 0.15
```

The max |F| comes out at 0.0079 hartree/bohr. As for the SMILES: CC=C=C=CO. As for the electronic energy: -269.18400 hartree. As for the LUMO energy: -0.2087 eV.

Here is the molecule C5H6O from the OMol25 dataset. Energies are from ωB97M-V/def2-TZVPD.

XYZ file:
```
12
Properties=species:S:1:pos:R:3:lowdin_charge:R:1
C 1.842 -1.169 -0.698 0.14
C 0.948 -0.746 -0.010 -0.12
C -0.223 -0.072 0.578 -0.35
C -0.079 1.432 0.323 -0.06
C -1.404 -0.791 -0.073 -0.24
O -2.069 -0.357 -0.976 0.08
H 2.679 -1.513 -1.267 0.03
H -0.312 -0.245 1.660 0.14
H 0.772 1.788 0.913 0.08
H 0.135 1.619 -0.731 0.09
H -0.962 2.006 0.617 0.08
H -1.568 -1.813 0.333 0.13
```

The max |F| comes out at 0.0108 hartree/bohr. As for the SMILES: C#C[C@@H](C)C=O. As for the electronic energy: -269.27415 hartree. As for the LUMO energy: 0.9334 eV.

Computed values of Kohn-Sham gap (unit: hartree) for the preceding records, in sequence: 0.2651 0.3745 0.3658 0.3876 0.3120 0.3957.